[1]
A single C2H2FIS molecule. Source: the OMol25 dataset; level of theory: wB97M-V/def2-TZVPD.

Summary:
E_HOMO   -10.02 eV
LUMO energy   -1.444 eV
Energy above the lowest of the compared OMol25 structures with the same formula, charge and spin   40.4 kJ/mol
Net charge   0

Positions of all 7 atoms, in Å:
C1 -0.4020 -0.7654 0.0168
C2 -0.1049 0.6476 -0.1185
F1 -0.6978 -1.0401 1.4768
S1 -0.4133 -2.0016 -0.9404
I1 2.0948 0.9221 -0.0394
H1 -0.2663 0.9078 -1.1583
H2 -0.2104 1.3296 0.7631

Forces on atoms 1 to 3 (eV/Å):
C -0.561 -0.866 4.099
C 1.842 0.699 0.377
F 0.593 0.758 -2.783

Population analysis type Mulliken, resulting atomic charges in e:
1 C 0.472
2 C -0.865
3 F -0.277
4 S -0.196
5 I 0.102
6 H 0.363
7 H 0.401

***

[2]
9 unconnected molecules or ions with the total composition C49H69BrN3O20. Source: the OMol25 dataset; level of theory: wB97M-V/def2-TZVPD.

Summary:
E_HOMO   -10.96 eV
LUMO energy   -2.859 eV
Net charge   +1

Positions of all 142 atoms, in Å:
C1 5.2851 -3.5785 0.3339
C2 4.7725 -3.3777 -1.0888
C3 3.3824 -4.0345 -1.2938
N1 2.3336 -3.0270 -1.4909
C4 1.5464 -2.5089 -0.5077
C5 0.7385 -1.5566 -1.0625
C6 -0.2323 -0.6817 -0.3356
C7 -1.5626 -0.3446 -0.9670
O1 -2.1358 0.6868 -0.7772
O2 -2.0867 -1.3418 -1.7272
N2 1.0627 -1.5438 -2.4035
N3 0.4850 -0.6856 -3.3432
C8 2.0411 -2.4225 -2.6490
C9 2.7178 -2.7365 -3.9377
C10 2.9927 -1.5773 -4.8718
O3 2.8334 -1.6199 -6.0452
Br1 3.7491 -0.0341 -4.0046
O4 5.6182 -3.9958 -2.0425
C11 6.5363 -3.1053 -2.6974
C12 7.3212 -2.2404 -1.7560
C13 7.0214 -0.8923 -1.6270
C14 7.6956 -0.0802 -0.7195
C15 8.6959 -0.6375 0.0619
C16 9.0242 -1.9773 -0.0765
C17 8.3389 -2.7820 -0.9738
H1 5.8486 -4.5089 0.3830
H2 5.9536 -2.7694 0.6249
H3 4.4754 -3.6116 1.0649
H4 4.6670 -2.3064 -1.2885
H5 3.0849 -4.6173 -0.4265
H6 3.4182 -4.6825 -2.1641
H7 1.5838 -2.8058 0.5258
H8 0.2102 0.2681 -0.0385
H9 -0.4768 -1.2193 0.5849
H10 -2.8018 -0.9292 -2.2402
H11 0.6263 -1.0595 -4.2750
H12 -0.5137 -0.6883 -3.1753
H13 2.1842 -3.5245 -4.4743
H14 3.7084 -3.1365 -3.6949
H15 5.9987 -2.4737 -3.4166
H16 7.2073 -3.7468 -3.2670
H17 6.2407 -0.4612 -2.2453
H18 7.4278 0.9626 -0.6432
H19 9.2251 -0.0252 0.7760
H20 9.8197 -2.3986 0.5197
H21 8.5824 -3.8342 -1.0664
O5 -8.4529 0.8773 0.9448
C18 -7.2624 0.8521 1.0382
O6 -6.4582 0.5920 -0.0219
C19 -5.0815 0.5488 0.3898
C20 -5.0247 1.3423 1.6910
C21 -6.4115 1.0787 2.2758
H22 -4.8017 -0.5005 0.5335
H23 -4.4709 0.9767 -0.3958
H24 -4.2011 1.0463 2.3371
H25 -4.9143 2.4042 1.4702
H26 -6.4454 0.1711 2.8811
H27 -6.7992 1.9121 2.8552
O7 -9.8284 4.3795 5.1134
C22 -10.3627 3.3977 4.6834
O8 -11.0215 2.5204 5.4660
C23 -11.4340 1.3761 4.6926
C24 -11.4658 1.8573 3.2456
C25 -10.3621 2.9123 3.2483
H28 -10.7007 0.5821 4.8478
H29 -12.3990 1.0411 5.0629
H30 -11.3173 1.0573 2.5243
H31 -12.4254 2.3308 3.0351
H32 -9.3826 2.4797 3.0367
H33 -10.5478 3.7344 2.5630
O9 7.6253 1.6927 1.7936
C26 8.0198 1.9763 2.8889
O10 8.7297 1.1061 3.6351
C27 8.9990 1.6590 4.9372
C28 8.8776 3.1684 4.7596
C29 7.8209 3.2679 3.6590
H34 8.2591 1.2620 5.6352
H35 9.9875 1.3340 5.2492
H36 8.6186 3.6857 5.6803
H37 9.8228 3.5741 4.3983
H38 6.8050 3.2733 4.0577
H39 7.9536 4.1229 3.0028
O11 11.8292 -1.3529 1.2730
C30 12.6374 -2.0231 0.6986
O12 12.7118 -2.0569 -0.6505
C31 13.6979 -3.0152 -1.0766
C32 14.6314 -3.1841 0.1171
C33 13.6789 -2.9546 1.2903
H40 13.1830 -3.9431 -1.3347
H41 14.1908 -2.6278 -1.9640
H42 15.1362 -4.1472 0.1291
H43 15.3927 -2.4038 0.1035
H44 13.1767 -3.8720 1.6024
H45 14.1503 -2.4928 2.1526
O13 -6.2812 -6.1882 -3.7674
C34 -5.5998 -5.3087 -3.3413
O14 -4.2762 -5.4792 -3.0703
C35 -3.7305 -4.2941 -2.4785
C36 -4.6656 -3.1665 -2.9049
C37 -6.0088 -3.8877 -2.9952
H46 -3.7107 -4.4251 -1.3940
H47 -2.7095 -4.1706 -2.8346
H48 -4.6645 -2.3237 -2.2151
H49 -4.3819 -2.8015 -3.8948
H50 -6.5339 -3.9076 -2.0395
H51 -6.6698 -3.4876 -3.7582
O15 -6.3537 -3.5185 -9.2033
C38 -5.9570 -4.4128 -8.5189
O16 -6.7687 -5.3752 -8.0279
C39 -6.0388 -6.2525 -7.1488
C40 -4.5786 -6.1068 -7.5644
C41 -4.5351 -4.6551 -8.0359
H52 -6.2094 -5.9332 -6.1217
H53 -6.4171 -7.2638 -7.2687
H54 -3.8856 -6.3417 -6.7586
H55 -4.3620 -6.7717 -8.4011
H56 -4.3350 -3.9606 -7.2172
H57 -3.8291 -4.4743 -8.8414
O17 -4.9658 5.4598 1.9780
C42 -5.9711 5.9806 2.3750
O18 -6.3728 5.8963 3.6586
C43 -7.6740 6.5157 3.8166
C44 -7.7925 7.4905 2.6515
C45 -6.9813 6.7768 1.5706
H58 -8.4237 5.7268 3.7909
H59 -7.7115 6.9973 4.7898
H60 -8.8242 7.6937 2.3746
H61 -7.3185 8.4395 2.9066
H62 -7.5875 6.0714 0.9994
H63 -6.4719 7.4484 0.8853
O19 -1.1925 9.5732 5.8193
C46 -1.8690 8.7335 5.3070
O20 -3.1488 8.4997 5.6867
C47 -3.6878 7.3737 4.9706
C48 -2.8399 7.2505 3.7124
C49 -1.4862 7.7659 4.1989
H64 -3.6069 6.4895 5.6063
H65 -4.7370 7.5601 4.7654
H66 -2.8292 6.2415 3.3103
H67 -3.2257 7.9143 2.9372
H68 -0.8776 6.9753 4.6411
H69 -0.9105 8.2770 3.4329

Forces on atoms 1 to 3 (eV/Å):
C 0.161 0.228 0.078
C -0.314 -0.404 0.087
C 0.234 0.217 0.159

Atomic partial charges in e from the Mulliken method, atoms 1 to 99:
1 C -1.633
2 C 1.583
3 C -2.034
4 N 0.278
5 C -0.580
6 C 0.444
7 C -0.625
8 C 0.264
9 O -0.556
10 O -0.298
11 N 0.700
12 N -1.116
13 C 0.556
14 C 0.024
15 C 0.123
16 O -0.451
17 Br -0.066
18 O -0.499
19 C -0.619
20 C 0.363
21 C 0.180
22 C -0.801
23 C -0.528
24 C -0.557
25 C -0.483
26 H 0.382
27 H 0.175
28 H 0.480
29 H 0.210
30 H 0.504
31 H 0.446
32 H 0.477
33 H 0.395
34 H 0.359
35 H 0.268
36 H 0.320
37 H 0.238
38 H 0.395
39 H -0.055
40 H 0.115
41 H 0.525
42 H 0.194
43 H 0.459
44 H 0.576
45 H 0.398
46 H 0.441
47 O -0.577
48 C 0.550
49 O -0.396
50 C -0.171
51 C -0.364
52 C -0.303
53 H 0.014
54 H 0.296
55 H 0.373
56 H 0.106
57 H 0.295
58 H 0.178
59 O -0.549
60 C 0.509
61 O -0.375
62 C -0.450
63 C -0.582
64 C 0.165
65 H 0.255
66 H 0.323
67 H 0.306
68 H 0.280
69 H -0.278
70 H 0.392
71 O -0.537
72 C 0.517
73 O -0.348
74 C -0.442
75 C -0.484
76 C -0.460
77 H 0.260
78 H 0.308
79 H 0.330
80 H 0.270
81 H 0.264
82 H 0.312
83 O -0.559
84 C 0.588
85 O -0.341
86 C -0.416
87 C -0.488
88 C -0.476
89 H 0.259
90 H 0.303
91 H 0.330
92 H 0.264
93 H 0.245
94 H 0.311
95 O -0.573
96 C 0.533
97 O -0.374
98 C -0.288
99 C 0.217

***

[3]
5 unconnected molecules or ions with the total composition C16H32Br2N4O2. Source: the OMol25 dataset; level of theory: wB97M-V/def2-TZVPD.

Summary:
E_HOMO   -9.27 eV
LUMO energy   0.675 eV
Energy above the lowest of the compared OMol25 structures with the same formula, charge and spin   144.4 kJ/mol
Net charge   0

Positions of all 56 atoms, in Å:
C1 32.4981 -6.9547 15.1723
O1 32.2462 -6.5132 16.3013
N1 32.1567 -8.1457 14.7043
C2 32.8502 -8.7422 13.5845
C3 31.4971 -9.0505 15.6413
H1 32.9816 -6.4417 14.3265
H2 33.2052 -7.9993 12.8703
H3 32.2179 -9.3459 12.9335
H4 33.7324 -9.3117 13.8767
H5 30.8169 -8.4555 16.2507
H6 30.9482 -9.7717 15.0358
H7 32.1256 -9.6448 16.3045
C4 29.0368 -8.0419 13.1859
O2 29.4475 -7.6287 12.0801
N2 28.6916 -7.2752 14.2086
C5 28.0840 -7.8517 15.4173
C6 28.8212 -5.7790 14.1648
H8 28.8442 -9.1049 13.3985
H9 28.1491 -8.9363 15.5042
H10 27.0957 -7.4004 15.5044
H11 28.6417 -7.5519 16.3046
H12 29.7817 -5.4887 13.7389
H13 27.9746 -5.3852 13.6023
H14 28.6346 -5.1676 15.0476
C7 28.3838 -1.9941 14.7413
C8 26.9227 -2.4834 14.9349
C9 26.6074 -2.8102 16.4167
C10 27.2814 -3.8293 17.1617
N3 27.7995 -4.7064 17.7458
H15 28.6214 -1.5915 13.7567
H16 29.0201 -2.8785 14.7739
H17 28.7043 -1.2782 15.4982
H18 26.8030 -3.3160 14.2418
H19 26.2244 -1.7516 14.5288
H20 25.5851 -3.1404 16.2326
H21 26.6165 -1.8225 16.8777
C11 35.5225 0.2986 22.7737
C12 36.3363 -0.4205 21.7603
C13 35.6465 -1.6265 21.1057
C14 34.7372 -1.1918 20.0359
N4 33.9887 -0.8736 19.2108
H22 34.9962 -0.3975 23.4268
H23 34.7743 0.8631 22.2172
H24 36.0135 0.9836 23.4649
H25 37.2965 -0.5940 22.2463
H26 36.4991 0.3523 21.0091
H27 35.0487 -2.2147 21.8020
H28 36.4214 -2.2415 20.6480
Br1 33.5628 -3.7833 14.6585
C15 31.8870 -3.3055 15.6148
C16 32.3596 -2.9406 17.0676
Br2 30.7746 -1.9965 17.8278
H29 31.1400 -4.0951 15.6956
H30 31.4158 -2.4525 15.1264
H31 33.3061 -2.4039 17.0042
H32 32.5720 -3.8924 17.5545

Forces on atoms 1 to 3 (eV/Å):
C 0.030 1.253 0.554
O 0.326 -0.362 -1.593
N -0.298 -2.096 0.836

Population analysis type Mulliken, resulting atomic charges in e:
1 C 0.315
2 O -0.653
3 N 0.315
4 C -1.016
5 C -0.947
6 H 0.097
7 H 0.337
8 H 0.318
9 H 0.360
10 H 0.149
11 H 0.340
12 H 0.376
13 C 0.014
14 O -0.645
15 N 0.288
16 C -1.054
17 C -0.809
18 H 0.370
19 H 0.375
20 H 0.354
21 H 0.332
22 H 0.349
23 H 0.427
24 H -0.095
25 C -0.590
26 C -0.592
27 C -0.299
28 C 0.317
29 N -0.472
30 H 0.395
31 H -0.172
32 H 0.317
33 H 0.262
34 H 0.393
35 H 0.244
36 H 0.310
37 C -1.168
38 C -0.416
39 C -0.292
40 C 0.180
41 N -0.405
42 H 0.314
43 H 0.295
44 H 0.334
45 H 0.345
46 H 0.275
47 H 0.279
48 H 0.268
49 Br -0.194
50 C -0.639
51 C -0.636
52 Br -0.205
53 H 0.184
54 H 0.579
55 H 0.504
56 H 0.383

***

[4]
A molecular structure, C22H16CaN6O2. Source: the OMol25 dataset; level of theory: wB97M-V/def2-TZVPD.

Summary:
E_HOMO   -8.16 eV
LUMO energy   -0.790 eV
Net charge   0

Positions of all 47 atoms, in Å:
Ca1 0.5784 -0.0070 -0.9434
C1 -2.0608 -3.6868 0.7314
C2 -1.0312 -4.6257 0.8232
C3 0.2634 -4.2254 0.6109
C4 0.5187 -2.8682 0.3330
N1 -0.4893 -1.9705 0.1971
C5 -1.7390 -2.3886 0.3895
N2 1.7516 -2.3995 0.0881
C6 2.1169 -1.2639 0.6007
N3 2.6919 -0.2913 -0.1225
C7 2.4516 0.8601 0.5294
N4 2.3830 2.0025 -0.0893
C8 1.3219 2.7953 0.1862
C9 1.3953 4.1959 0.1321
C10 0.2384 4.9228 0.2866
C11 -0.9639 4.2558 0.5042
C12 -0.9517 2.8744 0.5349
N5 0.1494 2.1483 0.3836
C13 2.0223 0.5928 1.9225
C14 1.8919 1.3817 3.0492
C15 1.5177 0.7472 4.2272
C16 1.2756 -0.6194 4.2668
C17 1.4019 -1.4120 3.1322
C18 1.7888 -0.7850 1.9633
H1 -3.0858 -3.9678 0.9134
H2 -1.2533 -5.6561 1.0614
H3 1.0977 -4.9071 0.6685
H4 -2.5159 -1.6412 0.2660
H5 2.3540 4.6628 -0.0403
H6 0.2640 6.0014 0.2307
H7 -1.8896 4.7977 0.6122
H8 -1.8698 2.3197 0.6821
H9 2.0875 2.4462 3.0077
H10 1.4254 1.3277 5.1317
H11 0.9868 -1.0745 5.2004
H12 1.2215 -2.4771 3.1635
O1 -1.5562 3.2089 -2.3689
C19 -0.5405 2.6843 -2.7641
C20 0.5126 3.3544 -3.6599
C21 1.5922 2.2907 -3.8123
C22 1.0199 1.1207 -3.0324
O2 1.5593 0.0258 -2.8713
N6 -0.1524 1.4086 -2.4731
H13 0.8675 4.2587 -3.1647
H14 0.0674 3.6387 -4.6124
H15 2.5384 2.5690 -3.3453
H16 1.7894 1.9935 -4.8425

Forces on atoms 1 to 3 (eV/Å):
Ca -1.692 -0.855 0.910
C -0.068 0.103 -0.036
C -0.033 0.196 -0.011

Population analysis type Mulliken, resulting atomic charges in e:
1 Ca 1.438
2 C -0.805
3 C -0.165
4 C -0.884
5 C 0.476
6 N -0.056
7 C -0.356
8 N -0.614
9 C -0.296
10 N -0.639
11 C -0.369
12 N -0.363
13 C 0.734
14 C -1.175
15 C -0.182
16 C -0.705
17 C -0.562
18 N 0.144
19 C 1.083
20 C -0.388
21 C -0.687
22 C -0.685
23 C -0.446
24 C 0.899
25 H 0.400
26 H 0.421
27 H 0.469
28 H 0.389
29 H 0.487
30 H 0.436
31 H 0.423
32 H 0.354
33 H 0.501
34 H 0.406
35 H 0.407
36 H 0.516
37 O -0.609
38 C 0.198
39 C -0.396
40 C -0.631
41 C 1.012
42 O -0.793
43 N -0.510
44 H 0.192
45 H 0.350
46 H 0.229
47 H 0.353

***

[5]
5 unconnected molecules or ions with the total composition C26H55BrN2O12P. Source: the OMol25 dataset; level of theory: wB97M-V/def2-TZVPD.

Summary:
E_HOMO   -10.43 eV
LUMO energy   -5.531 eV
Net charge   +1

Positions of all 97 atoms, in Å:
C1 -4.3428 -6.8345 -3.2303
P1 -4.4600 -6.4885 -1.3278
O1 -4.5029 -8.0679 -0.5942
C2 -2.8799 -5.5058 -0.8766
C3 -2.9457 -3.8439 -1.0507
Br1 -4.5892 -2.8780 -1.6658
C4 -1.6254 -2.9381 -0.6969
C5 -1.5468 -1.2829 -0.7728
O2 -1.8193 -0.5778 -1.9003
O3 -1.0981 -0.6173 0.4954
C6 -2.1893 0.1804 1.0769
C7 -1.6771 1.0959 2.3742
C8 -2.5824 0.8278 3.7322
O4 -2.5471 2.0709 4.5613
C9 -0.2489 -3.6995 -0.1884
C10 -0.3165 -5.3346 -0.0589
N1 -1.5738 -6.1556 -0.3769
N2 -1.4611 -7.5341 -0.1880
H1 -4.4300 -8.0042 -3.3903
H2 -3.2799 -6.5012 -3.6590
H3 -5.2386 -6.3095 -3.7965
H4 -4.1577 -8.7013 -1.3163
H5 -2.5583 0.9218 0.2201
H6 -3.1226 -0.4458 1.4209
H7 -0.5365 0.9052 2.6370
H8 -1.7857 2.2304 2.0866
H9 -3.7080 0.5570 3.5061
H10 -2.1265 -0.0206 4.4136
H11 -3.2291 2.0052 5.2964
H12 0.7573 -3.1658 0.0833
H13 0.6637 -5.8789 0.3145
H14 -1.9104 -8.0724 -0.9611
H15 -1.9420 -7.7053 0.7389
C11 -4.2585 6.3680 9.0126
O5 -4.5192 6.8576 7.7020
C12 -3.7602 6.1656 6.7058
C13 -4.6289 5.1624 5.9440
O6 -5.0180 4.0713 6.7865
C14 -6.3681 4.1834 7.2215
H16 -4.9870 6.8133 9.6964
H17 -4.3540 5.2800 9.0637
H18 -3.2542 6.6685 9.3282
H19 -2.8855 5.6732 7.1483
H20 -3.3982 6.9225 6.0009
H21 -4.0391 4.7358 5.1261
H22 -5.5064 5.6531 5.5062
H23 -7.0450 3.9943 6.3835
H24 -6.5744 5.1684 7.6502
H25 -6.5443 3.4263 7.9907
C15 -0.2613 5.7441 -3.0422
O7 0.4355 5.7606 -1.8015
C16 -0.4544 5.8205 -0.6827
C17 -0.5820 4.4561 -0.0017
O8 -1.2725 3.5225 -0.8403
C18 -0.3856 2.5970 -1.4578
H26 0.4579 5.5257 -3.8369
H27 -1.0401 4.9768 -3.0580
H28 -0.7039 6.7274 -3.2324
H29 -1.4373 6.2053 -0.9812
H30 -0.0191 6.5292 0.0306
H31 -1.1832 4.5706 0.9062
H32 0.4009 4.0684 0.2919
H33 -0.0019 1.8958 -0.7112
H34 0.4475 3.1041 -1.9532
H35 -0.9461 2.0347 -2.2097
C19 3.9511 3.0670 -3.1840
O9 4.4441 1.9068 -3.8444
C20 5.5176 1.2913 -3.1261
C21 5.0440 0.0375 -2.3878
O10 4.1624 0.3742 -1.3103
C22 2.7999 0.1185 -1.6310
H36 3.0332 3.3844 -3.6873
H37 3.7201 2.8667 -2.1342
H38 4.6860 3.8754 -3.2555
H39 5.9876 2.0016 -2.4348
H40 6.2686 0.9987 -3.8684
H41 5.9128 -0.4582 -1.9426
H42 4.5691 -0.6706 -3.0776
H43 2.6213 -0.9602 -1.6594
H44 2.5189 0.5664 -2.5886
H45 2.1755 0.5555 -0.8469
C23 6.5526 -6.3582 -3.0071
O11 6.1449 -5.9956 -4.3215
C24 4.8651 -5.3560 -4.3331
C25 5.0027 -3.8431 -4.5166
O12 5.5932 -3.2341 -3.3625
C26 6.9610 -2.9020 -3.5709
H46 7.5974 -6.6796 -3.0483
H47 6.4752 -5.5164 -2.3136
H48 5.9441 -7.1941 -2.6470
H49 4.2980 -5.5927 -3.4245
H50 4.3146 -5.7644 -5.1880
H51 4.0034 -3.4095 -4.6268
H52 5.5744 -3.6060 -5.4220
H53 7.0368 -2.0564 -4.2606
H54 7.5285 -3.7515 -3.9617
H55 7.3927 -2.6087 -2.6099

Forces on atoms 1 to 3 (eV/Å):
C 1.074 -0.573 -0.801
P -1.202 -0.472 0.252
O 1.774 0.870 -3.058

Population analysis type Mulliken, resulting atomic charges in e:
1 C -0.856
2 P 0.273
3 O -0.487
4 C 0.367
5 C -0.321
6 Br -0.003
7 C 0.606
8 C 0.276
9 O -0.408
10 O -0.252
11 C -0.336
12 C -0.163
13 C -0.428
14 O -0.489
15 C -0.484
16 C -0.218
17 N 0.456
18 N -0.765
19 H 0.326
20 H 0.303
21 H 0.296
22 H 0.312
23 H 0.312
24 H 0.299
25 H 0.320
26 H -0.091
27 H 0.322
28 H 0.239
29 H 0.285
30 H 0.357
31 H 0.347
32 H 0.292
33 H 0.324
34 C -0.705
35 O -0.371
36 C -0.558
37 C -0.395
38 O -0.331
39 C -0.791
40 H 0.244
41 H 0.308
42 H 0.322
43 H 0.321
44 H 0.379
45 H 0.347
46 H 0.325
47 H 0.311
48 H 0.333
49 H 0.261
50 C -0.733
51 O -0.347
52 C -0.735
53 C -0.388
54 O -0.388
55 C -0.599
56 H 0.247
57 H 0.293
58 H 0.335
59 H 0.359
60 H 0.391
61 H 0.377
62 H 0.340
63 H 0.091
64 H 0.462
65 H 0.299
66 C -0.640
67 O -0.401
68 C -0.587
69 C -0.158
70 O -0.443
71 C -0.548
72 H 0.151
73 H 0.301
74 H 0.373
75 H 0.318
76 H 0.376
77 H 0.295
78 H 0.204
79 H 0.254
80 H 0.313
81 H 0.173
82 C -0.680
83 O -0.370
84 C -0.573
85 C -0.499
86 O -0.268
87 C -0.889
88 H 0.244
89 H 0.278
90 H 0.320
91 H 0.313
92 H 0.389
93 H 0.361
94 H 0.374
95 H 0.310
96 H 0.445
97 H 0.250